{
  "formula": "C19H36INO10S4",
  "method": "ωB97M-V/def2-TZVPD",
  "total_energy_ev": -93691.7814,
  "max_force_ev_per_a": 1.056,
  "orbital_gap_ev": 9.5140,
  "symbols": ["H", "H", "C", "H", "H", "C", "S", "H", "O", "H", "H", "H", "H", "H", "H", "H", "H", "S", "H", "O", "H", "N", "H", "H", "C", "C", "C", "S", "O", "O", "H", "O", "C", "C", "C", "H", "C", "C", "I", "C", "O", "C", "O", "C", "C", "H", "H", "C", "C", "C", "H", "H", "H", "C", "H", "O", "H", "H", "H", "C", "H", "H", "S", "H", "H", "H", "H", "H", "O", "H", "O"],
  "coordinates": [[-3.95335, 3.85225, 5.01962], [2.82676, -2.22392, 1.30046], [1.45461, 0.71239, -3.83413], [1.66783, -0.95640, -2.50323], [-3.65304, 1.05420, 0.79537], [1.06579, -3.13613, 2.20017], [-4.87178, 1.67850, 4.93994], [-4.83852, 0.37276, 6.89837], [0.34680, -0.68751, -6.44286], [2.69222, -2.57397, -3.73551], [1.87946, 1.23913, -2.97175], [-0.34581, 2.92151, 1.96524], [2.34883, -4.82124, 1.77684], [-5.54615, 3.77941, 5.81188], [0.19373, 2.19095, -5.42541], [1.59210, -5.16162, -0.45927], [4.21508, 0.36487, -6.19770], [0.71864, -1.80159, -5.65033], [5.45823, 1.50454, -5.65646], [0.58347, 0.52957, 1.51178], [4.70188, -1.81958, -3.39035], [-0.50485, 1.89069, -4.74216], [-2.23448, 1.85167, 6.23275], [-0.00503, -2.92489, 2.24743], [1.30192, -4.54508, 1.63754], [-1.67672, 0.42105, 0.15069], [-0.00014, 1.11545, -3.89820], [1.29228, -2.80837, -0.38120], [-4.08863, 1.59259, 3.72913], [-6.27954, 1.38651, 4.90498], [-2.47013, 0.95286, 2.08938], [0.61477, 1.30647, -0.85717], [0.97231, -4.50089, 0.14120], [-2.21685, 2.69968, 0.84293], [-0.68879, 2.78208, 0.94162], [1.94956, 1.07668, -4.73679], [4.60522, 0.25161, -4.05933], [-3.88631, 3.00211, 7.03699], [6.62992, 0.33462, -3.29626], [4.24662, -1.23422, -4.18776], [2.31011, -1.85019, -5.59908], [4.51822, 1.02897, -5.38366], [0.21153, -3.09307, -5.93364], [-4.58404, 3.28548, 5.70195], [-3.10343, 1.69154, 6.87477], [4.01593, 0.73646, -3.28398], [-1.60072, -0.63392, 0.40399], [-2.60932, 1.23177, 1.04620], [1.66706, -0.77861, -3.57683], [1.74014, -2.17469, 1.22781], [-2.54012, 3.03628, -0.14409], [-1.92241, 0.52916, -0.90586], [-0.07966, -4.69916, -0.05674], [2.76498, -1.61182, -4.25188], [-4.63139, 2.88758, 7.82637], [2.44666, -2.78421, -1.25348], [-3.23560, 3.82885, 7.31756], [1.47230, -3.02800, 3.20453], [0.69458, -5.29303, 2.14527], [-4.06293, 0.71032, 6.21116], [3.77074, 1.82313, -5.32115], [-3.58145, -0.14342, 5.74021], [-0.07920, 1.17914, 0.40104], [-0.64855, 0.70888, -3.12165], [-2.69081, 3.34206, 1.58350], [4.69686, -1.58760, -5.12240], [-2.74726, 1.31063, 7.83064], [1.40554, -1.14206, 1.30544], [0.05701, -2.19471, -0.80492], [-0.25146, 3.54115, 0.29758], [0.49880, -1.52562, -4.10708]],
  "forces_ev_per_a": [[0.002, -0.052, -0.039], [0.016, -0.070, -0.049], [0.378, 0.240, -0.014], [-0.091, -0.172, -0.197], [-0.006, -0.001, 0.031], [0.013, -0.033, -0.077], [-0.030, -0.001, 0.025], [-0.010, 0.004, -0.013], [-0.127, 0.230, -0.192], [-0.029, 0.030, -0.092], [0.023, 0.028, -0.136], [0.018, -0.060, 0.003], [0.002, 0.018, -0.010], [-0.008, -0.012, -0.049], [-0.054, -0.046, -0.032], [-0.022, 0.030, -0.058], [0.062, 0.041, 0.057], [0.179, -0.358, 0.249], [-0.032, -0.092, -0.008], [-0.068, 0.368, 0.134], [-0.154, 0.136, 0.114], [-0.292, 0.511, -0.355], [0.001, -0.017, 0.000], [-0.007, 0.019, 0.011], [-0.018, 0.014, 0.010], [-0.180, -0.013, 0.117], [0.258, -0.473, 0.468], [0.400, -0.107, 0.424], [-0.012, 0.049, 0.036], [0.001, -0.014, -0.035], [-0.022, -0.028, 0.005], [0.238, -0.012, 0.053], [-0.068, -0.111, 0.076], [-0.027, 0.005, -0.001], [-0.104, 0.116, 0.029], [-0.090, -0.184, -0.002], [0.084, -0.106, -0.178], [-0.003, -0.019, -0.018], [-0.043, 0.072, 0.066], [-0.041, 0.287, -0.538], [0.174, 0.494, -0.166], [-0.223, 0.069, -0.001], [-0.163, -0.120, -0.105], [0.027, 0.082, 0.123], [-0.008, 0.037, -0.031], [0.159, -0.068, 0.030], [0.092, 0.021, -0.062], [0.114, -0.007, -0.091], [-0.742, -0.190, -0.261], [0.078, -0.166, 0.086], [0.014, -0.017, -0.006], [0.040, 0.006, -0.007], [-0.006, 0.044, -0.022], [0.320, -0.350, 0.943], [-0.004, -0.017, -0.010], [-0.118, 0.067, -0.134], [-0.009, 0.000, 0.010], [-0.012, 0.003, 0.004], [0.007, -0.015, -0.005], [0.077, -0.017, 0.100], [0.095, -0.032, 0.020], [-0.043, 0.007, -0.054], [-0.314, -0.019, -0.270], [0.066, -0.009, 0.005], [0.004, -0.003, 0.001], [0.006, -0.124, 0.161], [0.005, 0.008, 0.000], [0.074, -0.209, -0.071], [-0.068, 0.069, -0.112], [0.055, -0.032, 0.003], [0.166, 0.272, 0.104]]
}